Below is a molecular structure, C4H40O16Sn, with properties calculated with ωB97M-V/def2-TZVPD.

Last column: natural (NBO) charge in e.
CARTESIAN COORDINATES (ANGSTROEM)
Sn1 0.3867 -0.1674 0.4436  1.73
C1 -1.5817 -1.9838 -3.5124  -0.64
C2 -1.2456 -2.4952 -2.1261  -0.08
O1 0.0819 -2.2597 -1.8205  -0.75
H1 -0.8779 -2.2856 -4.2881  0.20
H2 -1.7402 -0.9084 -3.5926  0.21
H3 -2.4994 -2.4906 -3.8107  0.23
H4 -1.4549 -3.5598 -2.2303  0.17
H5 -1.9656 -2.0720 -1.4257  0.21
H6 0.6183 -2.9223 -2.2620  0.49
C3 -1.0142 4.5947 -1.8351  -0.63
C4 -2.3482 4.4038 -2.6251  -0.07
O2 -2.0909 4.8202 -3.9888  -0.71
H7 -0.2144 3.9204 -2.1413  0.18
H8 -1.0883 4.3207 -0.7827  0.20
H9 -0.6431 5.6072 -1.9943  0.22
H10 -3.1504 5.0014 -2.1922  0.17
H11 -2.7381 3.3893 -2.5423  0.16
H12 -2.2811 5.7611 -3.9898  0.47
O3 2.9366 -1.5874 -3.4303  -0.95
H13 2.0584 -1.7479 -3.7755  0.48
H14 3.3936 -2.4212 -3.5399  0.49
O4 2.8903 0.7456 1.9691  -0.96
H15 3.3657 0.6279 2.7915  0.49
H16 3.5443 1.0899 1.3609  0.49
O5 0.6899 -4.9454 0.5591  -0.95
H17 1.2030 -5.2357 1.3132  0.49
H18 1.0427 -5.4445 -0.1776  0.50
O6 -3.1876 -0.1780 3.8532  -0.97
H19 -4.1389 -0.2606 3.7865  0.49
H20 -2.9765 -0.5268 4.7192  0.49
O7 -2.0417 1.6189 1.7958  -0.98
H21 -2.2819 1.1644 2.6032  0.51
H22 -2.1430 2.5477 2.0039  0.49
O8 0.3165 0.8964 -2.4635  -0.96
H23 0.2934 0.5160 -3.3416  0.50
H24 0.8770 1.6674 -2.5507  0.49
O9 0.8918 2.9365 0.4580  -0.96
H25 1.5768 3.3113 -0.0957  0.49
H26 0.8421 3.5261 1.2105  0.49
O10 3.0904 -2.8715 3.7805  -0.94
H27 3.9629 -3.2648 3.7986  0.49
H28 3.2457 -1.9369 3.9170  0.47
O11 3.0270 -0.0844 -1.1537  -1.00
H29 2.7831 -0.6136 -1.9131  0.51
H30 3.9807 -0.0186 -1.2035  0.49
O12 0.7359 2.4063 4.6773  -0.93
H31 1.6874 2.3039 4.6601  0.48
H32 0.5457 3.0040 3.9542  0.47
O13 -2.8052 0.3198 -0.5719  -0.96
H33 -3.3352 0.4931 0.2061  0.49
H34 -3.3239 0.6668 -1.2977  0.49
O14 0.3635 -0.3168 3.3818  -0.99
H35 0.2074 -0.9959 4.0381  0.50
H36 0.4565 0.4899 3.8887  0.51
O15 2.1313 -2.7640 1.1516  -1.00
H37 2.5986 -2.9301 1.9703  0.50
H38 1.7931 -3.6205 0.8903  0.48
O16 -1.2634 -2.7584 1.1440  -0.97
H39 -0.9859 -3.6662 1.0207  0.51
H40 -2.2010 -2.8169 1.3277  0.49

Properties
Gap between HOMO and LUMO (eV): 7.589
Total charge: +2
Energy (a.u.): -1593.982812